Entry w
ORCA calculation (ωB97M-V with the def2-TZVPD basis set) on a gas-phase ion, CH5N2 (charge +1).

Last column: natural (NBO) charge in e.
Element x y z (Å)
N1 0.2887 -0.9439 -0.5693  -0.75
C1 0.3309 0.1902 0.1066  0.39
N2 -0.6165 0.8778 0.5625  -0.69
H1 1.1746 -1.5027 -0.8292  0.46
H2 -0.5502 -1.4559 -0.9833  0.45
H3 1.3251 0.6683 0.2071  0.23
H4 -0.3994 1.8339 0.9445  0.47
H5 -1.5533 0.3323 0.5611  0.45

Spin multiplicity   1
Net charge   +1
SMILES string   NC=[NH2+]
Orbital gap   12.75 eV
Highest occupied orbital energy   -16.5335 eV


Entry x
ORCA calculation (ωB97M-V with the def2-TZVPD basis set) on a gas-phase ion, CH5N2 (charge +1).

Last column: natural (NBO) charge in e.
Element x y z (Å)
N1 -0.4833 1.0068 -0.4532  -0.72
C1 -0.4264 -0.2749 -0.0238  0.41
N2 0.6448 -0.7158 0.5763  -0.67
H1 0.4244 1.5071 -0.4847  0.42
H2 -1.1091 1.4422 -1.1608  0.46
H3 -1.2061 -1.0585 -0.0385  0.26
H4 0.5862 -1.5808 0.9883  0.42
H5 1.5695 -0.3260 0.5964  0.43

Spin multiplicity   1
Net charge   +1
SMILES string   NC=[NH2+]
Orbital gap   12.22 eV
Highest occupied orbital energy   -16.6857 eV


The least stable of them is entry w.


Entry w
ORCA calculation (ωB97M-V with the def2-TZVPD basis set) on 7 unconnected molecules or ions with the total composition C30H79N5O12.

Last column: Mulliken charge in e.
Element x y z (Å)
C1 -2.0036 4.3880 -5.5285  -0.58
O1 -1.3840 3.1526 -5.8271  -0.25
C2 -0.8715 3.1273 -7.1260  -0.45
C3 0.0402 1.8998 -7.3943  -0.79
N1 -0.6917 0.6281 -7.6967  -0.35
C4 -1.3839 0.2011 -6.5090  -0.49
C5 -1.7393 -1.3291 -6.6337  -0.64
O2 -2.1282 -1.9234 -5.3917  -0.24
C6 -2.6886 -3.1967 -5.3899  -0.69
H1 -2.4794 4.1405 -4.5796  0.03
H2 -2.8052 4.6835 -6.2054  0.33
H3 -1.3243 5.2111 -5.3066  0.30
H4 -0.2970 4.0331 -7.3200  0.48
H5 -1.7408 3.1542 -7.7831  0.33
H6 0.6631 1.7785 -6.5081  0.34
H7 0.6535 2.0583 -8.2814  0.37
H8 -1.4239 0.7019 -8.3885  0.26
H9 -2.3405 0.7006 -6.3560  0.18
H10 -0.8631 0.3545 -5.5638  0.42
H11 -0.8933 -1.8880 -7.0336  0.37
H12 -2.5570 -1.3425 -7.3543  0.29
H13 -2.7094 -3.6694 -4.4080  0.20
H14 -2.0102 -3.7726 -6.0195  0.31
H15 -3.6760 -3.1945 -5.8516  0.28
C7 -1.3886 0.3927 4.2402  -0.78
O3 -0.5350 -0.7078 4.4365  -0.29
C8 -0.8206 -1.6665 5.5013  -0.74
C9 -0.1521 -2.9674 5.3204  -0.49
N2 -0.8779 -3.7716 4.3714  -0.33
C10 -0.1778 -5.0371 4.3012  -0.52
C11 -0.7924 -5.9883 3.2740  -0.48
O4 0.1420 -6.9914 3.0256  -0.26
C12 -0.3293 -8.0366 2.2340  -0.76
H16 -1.1167 0.9300 3.3316  0.27
H17 -1.2908 1.2247 4.9375  0.31
H18 -2.4301 0.1000 4.1074  0.31
H19 -1.8810 -1.7668 5.7331  0.39
H20 -0.4256 -1.2584 6.4316  0.37
H21 -0.1853 -3.4524 6.2959  0.34
H22 0.9023 -2.8498 5.0701  0.37
H23 -0.9710 -3.2777 3.4953  0.27
H24 -0.1277 -5.5515 5.2609  0.23
H25 0.8168 -4.7517 3.9586  0.34
H26 -1.0953 -5.4550 2.3729  0.32
H27 -1.7367 -6.3159 3.7089  0.30
H28 0.6064 -8.4948 1.9137  0.25
H29 -0.8249 -7.6908 1.3269  0.32
H30 -0.9807 -8.7471 2.7429  0.28
C13 -12.6413 -2.0311 5.1453  -0.72
O5 -11.4250 -2.1772 4.3096  -0.31
C14 -10.7027 -0.9700 4.0745  -0.51
C15 -9.4709 -1.4681 3.3198  -0.79
N3 -9.6700 -1.3896 1.8570  -0.33
C16 -8.6113 -2.1703 1.1678  -0.58
C17 -8.7637 -2.0122 -0.3582  -0.66
O6 -8.3408 -0.6121 -0.6105  -0.30
C18 -8.5579 -0.2597 -1.9157  -0.78
H31 -13.1190 -3.0018 5.2782  0.24
H32 -13.3539 -1.3327 4.7065  0.28
H33 -12.2795 -1.6932 6.1164  0.30
H34 -10.4051 -0.4465 4.9830  0.37
H35 -11.3549 -0.3483 3.4611  0.34
H36 -9.3074 -2.5243 3.5337  0.40
H37 -8.5468 -1.0701 3.7388  0.45
H38 -9.6114 -0.4433 1.5089  0.23
H39 -8.7261 -3.2325 1.3837  0.41
H40 -7.6095 -1.8861 1.4899  0.31
H41 -9.7659 -2.2152 -0.7358  0.37
H42 -8.1743 -2.7459 -0.9082  0.43
H43 -8.2617 -1.0187 -2.6398  0.31
H44 -8.0142 0.6692 -2.0881  0.24
H45 -9.6079 -0.1193 -2.1723  0.31
C19 6.6326 -3.7269 2.0824  -0.74
O7 6.4586 -3.3295 0.6901  -0.36
C20 5.2009 -2.7518 0.3115  -0.41
C21 5.0757 -2.7653 -1.1540  -0.88
N4 5.4418 -4.0529 -1.7507  -0.40
C22 4.5259 -5.1099 -1.4625  -0.34
C23 4.9936 -6.4575 -2.0638  -0.72
O8 6.3158 -6.7478 -1.8220  -0.38
C24 6.6932 -7.1505 -0.5457  -0.47
H46 6.5522 -2.8927 2.7794  0.30
H47 7.6337 -4.1211 2.2567  0.22
H48 5.9344 -4.5610 2.1528  0.32
H49 4.9962 -1.7382 0.6562  0.46
H50 4.3604 -3.2706 0.7725  0.32
H51 5.8772 -2.0929 -1.4600  0.34
H52 4.1540 -2.3973 -1.6049  0.43
H53 6.3460 -4.3414 -1.4054  0.32
H54 3.4907 -4.9068 -1.7368  0.42
H55 4.4889 -5.2754 -0.3857  0.20
H56 4.9764 -6.5086 -3.1525  0.31
H57 4.2926 -7.2434 -1.7828  0.40
H58 6.7107 -6.3120 0.1506  0.04
H59 7.6855 -7.5997 -0.5055  0.28
H60 5.9920 -7.8449 -0.0829  0.32
C25 4.2491 6.4877 0.0424  -0.71
O9 5.3815 7.0296 0.6694  -0.32
C26 5.0345 7.6620 1.8842  -0.58
C27 6.1623 8.3940 2.6346  -0.60
N5 6.9805 9.1902 1.7063  -0.35
C28 8.1807 9.7815 2.4090  -0.70
C29 8.9581 10.8113 1.5403  -0.54
O10 9.2060 10.3453 0.2797  -0.30
C30 9.8199 11.4055 -0.5065  -0.76
H61 3.4899 7.2656 -0.0375  0.31
H62 3.8764 5.6555 0.6396  0.29
H63 4.4410 6.0811 -0.9506  0.25
H64 4.7522 6.8539 2.5590  0.38
H65 4.1164 8.2473 1.8321  0.43
H66 6.8864 7.7155 3.0857  0.34
H67 5.6776 8.9463 3.4396  0.27
H68 7.1669 8.5868 0.9181  0.24
H69 8.8658 8.9894 2.7111  0.41
H70 7.9531 10.3209 3.3285  0.36
H71 9.8579 11.1963 2.0200  0.37
H72 8.2468 11.5922 1.2713  0.32
H73 10.6887 11.8535 -0.0242  0.30
H74 9.1326 12.2171 -0.7454  0.32
H75 10.1408 10.9588 -1.4476  0.25
O11 -1.2419 -1.7040 -0.5235  -0.63
H76 -1.6910 -0.8589 -0.5054  0.32
H77 -1.5529 -2.1240 -1.3254  0.31
O12 -3.3867 2.3078 -1.5249  -0.63
H78 -4.1745 1.7804 -1.6571  0.31
H79 -3.4000 2.9427 -2.2412  0.31

Spin multiplicity   1
SMILES string   COCCNCCOC.COCCNCCOC.COCCNCCOC.COCCNCCOC.COCCNCCOC.O.O
Orbital gap   8.45 eV
Highest occupied orbital energy   -8.2742 eV


Entry x
ORCA calculation (ωB97M-V with the def2-TZVPD basis set) on 7 unconnected molecules or ions with the total composition C30H79N5O12.

Last column: Mulliken charge in e.
Element x y z (Å)
C1 -2.1920 -3.0892 1.7399  -0.84
O1 -2.1832 -1.7052 1.9321  -0.17
C2 -2.9761 -1.2768 3.0434  -1.04
C3 -3.5940 0.1232 2.8764  -0.47
N1 -2.5301 1.1546 3.1283  -0.27
C4 -3.0922 2.4708 2.8420  -0.77
C5 -2.2241 3.7168 3.2912  -0.92
O2 -0.9171 3.7241 2.6598  -0.39
C6 -0.0150 4.4583 3.5264  -0.96
H1 -3.1710 -3.5640 1.6734  0.24
H2 -1.6638 -3.3409 2.6595  0.50
H3 -1.6126 -3.4588 0.8939  0.04
H4 -2.4603 -1.3778 3.9983  0.41
H5 -3.7096 -2.0478 3.2795  0.59
H6 -4.3402 0.2435 3.6617  0.43
H7 -3.9978 0.2163 1.8683  0.22
H8 -1.7198 0.8646 2.5997  0.08
H9 -4.0997 2.5932 3.2395  0.57
H10 -3.3141 2.7180 1.8039  0.26
H11 -2.1664 3.7950 4.3769  0.60
H12 -2.7336 4.6510 3.0554  0.32
H13 -0.4812 5.3066 4.0276  0.45
H14 0.8419 4.8285 2.9634  0.25
H15 0.3636 3.8350 4.3364  0.27
C7 2.9545 0.0670 -3.0937  -1.16
O3 2.3566 -0.9560 -2.3685  0.05
C8 3.3277 -2.0003 -1.9753  -1.10
C9 2.5806 -3.2262 -1.4494  0.17
N2 2.5237 -3.0594 0.0362  -0.26
C10 1.8774 -4.2773 0.6702  -0.19
C11 2.8626 -5.3751 1.2002  -0.68
O4 2.1236 -6.0741 2.2403  -0.30
C12 2.9204 -7.0508 3.0008  -0.75
H16 3.9663 0.2918 -2.7562  0.45
H17 2.4050 1.0048 -3.1759  0.21
H18 3.1820 -0.2975 -4.0955  0.37
H19 4.1670 -1.7877 -1.3131  0.41
H20 3.8895 -2.2644 -2.8713  0.57
H21 3.1017 -4.1501 -1.7003  0.42
H22 1.5409 -3.2612 -1.7749  -0.26
H23 1.9472 -2.2623 0.2648  0.15
H24 1.0934 -4.6811 0.0296  0.07
H25 1.3810 -3.8570 1.5450  0.26
H26 3.7162 -4.8848 1.6684  0.36
H27 3.2699 -6.0358 0.4349  0.38
H28 3.3819 -7.7939 2.3505  0.29
H29 2.2538 -7.6204 3.6483  0.23
H30 3.6139 -6.4371 3.5758  0.31
C13 -2.1202 0.6734 -0.9359  0.13
O5 -2.3992 1.9799 -1.4984  -0.46
C14 -1.3191 2.8934 -1.5951  0.77
C15 -1.6402 4.2928 -2.2494  -1.30
N3 -2.6959 5.0511 -1.6147  -0.25
C16 -2.6402 5.2573 -0.1697  -0.01
C17 -3.7010 6.3416 0.2249  -0.95
O6 -5.0616 5.8170 -0.0244  -0.32
C18 -6.0485 6.6531 0.5785  -0.81
H31 -1.4686 0.6120 -0.0642  0.02
H32 -1.5919 0.0997 -1.6974  -0.23
H33 -3.0139 0.1046 -0.6792  0.27
H34 -0.5226 2.5113 -2.2336  0.21
H35 -0.9658 3.0661 -0.5785  -0.29
H36 -1.9531 4.1473 -3.2833  0.40
H37 -0.7983 4.9850 -2.2608  0.36
H38 -3.5955 4.6108 -1.7453  0.35
H39 -1.6447 5.6125 0.0965  0.38
H40 -2.8706 4.3641 0.4109  -0.20
H41 -3.5369 7.2334 -0.3800  0.42
H42 -3.4991 6.6173 1.2600  0.44
H43 -5.9522 6.5859 1.6621  0.31
H44 -7.0651 6.4151 0.2655  0.27
H45 -5.9529 7.7317 0.4530  0.32
C19 -1.4096 -2.9024 -1.7083  -0.72
O7 -1.7908 -2.4513 -3.0401  -0.44
C20 -0.7417 -1.7268 -3.6923  0.27
C21 -0.6955 -2.3473 -5.0585  -1.32
N4 -0.0462 -3.6576 -5.0159  -0.08
C22 -0.1736 -4.3703 -6.2750  -0.81
C23 0.3368 -5.8238 -6.2239  -0.56
O8 -0.5648 -6.6476 -5.4723  -0.28
C24 -0.4176 -8.0619 -5.6774  -0.77
H46 -2.3292 -3.1553 -1.1805  0.37
H47 -0.8391 -2.2068 -1.0928  0.34
H48 -0.7536 -3.7722 -1.7446  0.33
H49 0.1846 -1.8029 -3.1230  -0.08
H50 -0.8550 -0.6476 -3.7950  0.35
H51 -0.2141 -1.7008 -5.7922  0.53
H52 -1.7310 -2.3801 -5.3975  0.40
H53 -0.6553 -4.1129 -4.3512  0.14
H54 0.4820 -3.9052 -7.0112  0.40
H55 -1.1990 -4.3123 -6.6400  0.42
H56 1.3723 -5.8551 -5.8850  0.33
H57 0.2464 -6.0978 -7.2751  0.38
H58 -1.1844 -8.5989 -5.1190  0.24
H59 0.5785 -8.4042 -5.3968  0.31
H60 -0.5172 -8.4033 -6.7078  0.30
C25 3.2599 5.0075 -0.8337  -0.69
O9 3.6404 3.7903 -0.1971  -0.46
C26 2.7296 2.7614 -0.2795  0.30
C27 3.1037 1.7059 0.7909  -0.49
N5 2.7497 2.0537 2.2040  -0.36
C28 3.0714 0.9328 3.0559  -0.63
C29 2.5209 1.1412 4.4566  -0.75
O10 3.2154 2.2757 5.0007  -0.31
C30 2.9745 2.5097 6.3467  -0.86
H61 4.0125 5.7890 -0.7285  0.27
H62 2.3319 5.3300 -0.3617  0.23
H63 3.1048 4.9561 -1.9114  0.30
H64 2.8054 2.2824 -1.2557  0.17
H65 1.6612 2.9462 -0.1674  -0.25
H66 4.1738 1.5385 0.6692  0.59
H67 2.5423 0.7932 0.5914  -0.03
H68 3.3565 2.8170 2.4672  0.38
H69 4.1457 0.7764 3.1526  0.58
H70 2.6688 -0.0167 2.7032  0.20
H71 2.8336 0.2842 5.0532  0.51
H72 1.4385 1.1872 4.3365  0.24
H73 3.2242 1.6652 6.9891  0.32
H74 1.9164 2.7027 6.5238  0.32
H75 3.4271 3.4274 6.7221  0.29
O11 0.1731 1.4641 1.7419  0.27
H76 -0.1496 2.3628 1.8093  0.04
H77 1.0725 1.5071 2.0666  -0.11
O12 0.4966 -1.2621 1.3449  -0.02
H78 -0.4021 -1.5788 1.4360  0.32
H79 0.4270 -0.3122 1.4393  0.31

Spin multiplicity   1
SMILES string   COCCNCCOC.COCCNCCOC.COCCNCCOC.COCCNCCOC.COCCNCCOC.O.O
Orbital gap   9.05 eV
Highest occupied orbital energy   -8.3892 eV


The least stable of them is entry w.


Entry w
ORCA calculation (ωB97M-V with the def2-TZVPD basis set) on 3 unconnected molecules or ions with the total composition C3H13NO2S2.

Last column: natural (NBO) charge in e.
Element x y z (Å)
C1 -3.0726 1.2606 1.7145  -0.72
S1 -1.2814 0.7732 1.7408  0.10
S2 -0.4977 1.3241 -0.0187  0.06
C2 -0.8575 0.6896 -1.7151  -0.54
C3 -0.4201 -0.6246 -2.2337  -0.23
N1 1.0373 -0.7964 -1.9775  -0.91
H1 -3.4302 1.9517 0.9448  0.24
H2 -3.6390 0.4303 1.8350  0.20
H3 -3.0106 1.6207 2.8705  0.21
H4 -0.4347 1.4511 -2.3910  0.24
H5 -1.9404 0.7256 -1.9257  0.21
H6 -0.6437 -0.8668 -3.2379  0.20
H7 -0.9750 -1.3558 -1.6076  0.16
H8 1.4616 -0.4032 -1.1240  0.40
H9 1.4741 -1.7314 -2.2934  0.37
O1 2.1486 0.4345 1.0471  -0.92
H10 2.9284 0.8233 0.6829  0.47
H11 2.1109 0.6955 1.9192  0.46
O2 3.0753 -2.0351 1.5487  -0.94
H12 2.7048 -2.8975 1.8453  0.47
H13 3.2620 -1.4695 2.3758  0.47

Spin multiplicity   1
SMILES string   CSSCCN.O.O
Orbital gap   8.51 eV
Highest occupied orbital energy   -8.0326 eV


Entry x
ORCA calculation (ωB97M-V with the def2-TZVPD basis set) on 4 unconnected molecules or ions with the total composition C3H13NO2S2.

Last column: natural (NBO) charge in e.
Element x y z (Å)
S1 -3.3171 1.0562 0.4005  -0.56
S2 1.2023 0.6171 -0.7809  0.09
C1 -0.0996 0.5412 0.3239  -0.66
C2 -0.6976 -0.8855 0.6251  -0.25
N1 -1.5978 -1.4206 -0.3452  -0.44
C3 -1.0459 -1.3524 -1.6918  -0.44
H1 -4.5128 1.6553 0.5055  0.13
H2 0.3036 0.8261 1.3126  0.32
H3 -0.8813 1.2794 0.1046  0.27
H4 -1.2906 -0.6819 1.5199  0.24
H5 0.0923 -1.5874 0.8971  0.23
H6 -2.4895 -0.9344 -0.2244  0.40
H7 -0.8414 -0.3047 -1.9908  0.22
H8 -1.6424 -1.8849 -2.4245  0.23
H9 -0.0652 -1.8234 -1.6215  0.21
H10 2.5819 2.2241 0.0838  0.46
H11 3.1269 3.5992 -0.2152  0.47
O1 2.5894 3.1288 0.4553  -0.92
H12 2.5102 -1.0504 0.3669  0.48
H13 3.4691 -1.7211 1.3979  0.48
O2 2.6056 -1.2805 1.3010  -0.96

Spin multiplicity   1
Orbital gap   3.64 eV
Highest occupied orbital energy   -8.0223 eV


The least stable of them is entry x.


Entry w
ORCA calculation (ωB97M-V with the def2-TZVPD basis set) on a gas-phase ion, C5H9IN (charge +1).

Last column: natural (NBO) charge in e.
Element x y z (Å)
C1 -0.8826 -1.9136 0.0954  -0.57
C2 -0.0891 -0.5397 -0.4556  -0.51
C3 0.6380 0.8116 0.0586  0.45
C4 0.0363 2.1618 -0.0390  -0.68
N1 1.8021 0.6075 0.5524  -0.33
C5 2.9525 0.2719 0.9586  0.03
I1 4.5299 -0.2061 -0.2947  0.33
H1 -1.9422 -1.7952 -0.0523  0.22
H2 -0.7462 -2.0083 1.2151  0.23
H3 -0.4446 -2.8919 -0.5221  0.25
H4 -0.9816 -0.3129 -1.0964  0.26
H5 0.7600 -1.0969 -1.0789  0.25
H6 0.4066 2.9541 0.6132  0.27
H7 -0.9983 2.1751 -0.1020  0.26
H8 0.3711 2.4515 -1.1700  0.28
H9 2.9837 -0.0154 1.9566  0.23

Spin multiplicity   1
Net charge   +1
SMILES string   CCC(C)=[N+]=CI
Orbital gap   9.43 eV
Highest occupied orbital energy   -14.2251 eV


Entry x
ORCA calculation (ωB97M-V with the def2-TZVPD basis set) on a gas-phase ion, C5H9IN (charge +1).

Last column: natural (NBO) charge in e.
Element x y z (Å)
C1 -0.0312 -1.7048 0.5460  -0.43
N1 -0.2023 -0.7123 -0.5107  -0.39
C2 0.9642 0.1421 -0.7682  -0.23
C3 0.8238 1.3789 0.1360  -0.44
C4 -0.6482 1.5352 0.3461  -0.23
C5 -1.3732 0.4932 0.0201  -0.06
I1 -3.3334 -0.1126 0.0034  0.37
H1 -0.9986 -2.1036 0.8510  0.24
H2 0.5891 -2.5290 0.1906  0.24
H3 0.4478 -1.2457 1.4090  0.23
H4 -0.5783 -1.1498 -1.3534  0.44
H5 0.9483 0.4559 -1.8131  0.24
H6 1.8868 -0.4063 -0.5738  0.24
H7 1.2509 2.2664 -0.3292  0.26
H8 1.3173 1.2463 1.1014  0.24
H9 -1.0630 2.4462 0.7447  0.28

Spin multiplicity   1
Net charge   +1
SMILES string   C[N@@H+]1CCC=C1I
Orbital gap   10.19 eV
Highest occupied orbital energy   -13.5545 eV


The least stable of them is entry w.